# C2H5N3OS

The molecule C2H5N3OS in a non-equilibrium geometry (the ωB97M-V functional and the def2-TZVPD basis, the OMol25 dataset).

Last column: natural (NBO) charge in e.
CARTESIAN COORDINATES (ANGSTROEM)
C  -0.1425  0.6614  -0.0558  0.35
C  1.9294  -0.6736  1.2412  0.18
H  -2.1592  0.0916  -0.6218  0.38
H  -1.9531  -0.4165  -2.2561  0.36
H  0.3001  -1.2630  -0.5870  0.44
H  -0.7717  2.3819  0.6671  0.36
H  2.9334  -0.6235  1.8026  0.16
N  -1.7343  -0.6902  -1.2137  -0.64
N  -0.2209  -0.3688  -0.9245  -0.50
N  -0.9755  1.6958  -0.0250  -0.75
O  1.2620  -1.7598  1.1196  -0.57
S  1.5325  0.9648  0.8534  0.24

As for the SMILES: [H]/N=C(/NN)SC=O. As for the multiplicity: 1. The energy above the lowest of the compared OMol25 structures with the same formula, charge and spin comes out at 323.5 kJ/mol. For the HOMO energy, the calculation gives -9.40 eV. The calculation puts the total energy at -716.817487 Ha. As for the gap between HOMO and LUMO: 9.52 eV.